Record 1
Computed, not measured: a gas-phase ion, C5H11N2 (charge +1) at a distorted geometry, with wB97M-V/def2-TZVPD.

Properties
Max |F| in eV/A: 2.78
Energy relative to the best compared isomer or geometry (same formula, charge and spin) in kJ/mol: 295.5
Charge: +1
SMILES: C=N/C=C/CC[NH3+]
HOMO in eV: -12.45

Last column: natural (NBO) charge in e.
Element x y z (Å)
C1 0.7668 -0.4739 -1.7998  -0.22
C2 1.2578 0.6716 -0.9300  -0.47
C3 0.0055 1.0791 -0.1414  -0.20
C4 -0.1471 0.6286 1.1352  -0.10
N1 -1.4528 0.1603 1.4868  -0.47
C5 -1.8599 0.3802 2.6736  0.02
N2 0.2723 -1.6310 -0.9564  -0.69
H1 1.4666 -0.8045 -2.5621  0.24
H2 -0.1627 -0.1401 -2.2630  0.23
H3 1.4528 1.5313 -1.5714  0.25
H4 2.1294 0.4585 -0.3120  0.24
H5 -0.5985 1.7677 -0.7206  0.24
H6 0.4919 0.9873 1.9424  0.23
H7 -1.3210 1.0726 3.3251  0.16
H8 -2.8387 0.0346 2.9834  0.20
H9 -0.1143 -2.3818 -1.5304  0.44
H10 1.0435 -2.1112 -0.4855  0.44
H11 -0.3916 -1.2293 -0.2739  0.47

Atoms 1-2, force components in eV/Å:
C -0.6 0.2 -0.1
C -0.6 1.7 0.6

***

Record 2
Computed, not measured: a molecular structure, C5H11N2 at a distorted geometry, with wB97M-V/def2-TZVPD.

Properties
Max |F| in eV/A: 4.13
Energy relative to the best compared isomer or geometry (same formula, charge and spin) in kJ/mol: 330.1
Charge: +1
HOMO in eV: -14.02

Last column: natural (NBO) charge in e.
Element x y z (Å)
C1 0.4507 -0.6791 -0.7297  0.20
C2 1.0503 -1.6495 -1.3782  -0.39
C3 1.0762 1.1050 -0.3952  -0.31
C4 -0.2819 -0.2523 1.3596  0.00
C5 -1.8651 -0.0908 -0.4942  -0.44
N1 -0.6388 -0.6174 0.1317  -0.45
N2 0.6947 1.2596 1.0474  -0.66
H1 0.5158 -2.5726 -1.3647  0.24
H2 2.1204 -1.5294 -1.7054  0.25
H3 2.1669 1.0603 -0.4076  0.24
H4 0.4210 1.5183 -1.1890  0.26
H5 -1.1980 -0.0730 2.0613  0.25
H6 0.5536 -0.7608 1.8895  0.23
H7 -2.6963 -0.5666 0.1391  0.24
H8 -2.0056 1.0093 -0.4337  0.20
H9 -1.9767 -0.4173 -1.5977  0.26
H10 1.5492 1.1975 1.7198  0.44
H11 0.0634 2.0589 1.3471  0.44

Atoms 1-2, force components in eV/Å:
C 2.0 3.3 1.5
C 1.2 0.9 0.5